A:
Below is a molecular structure, C31H34N6OPReS3, with properties calculated with ωB97M-V with the def2-TZVPD basis set.

Atoms and positions in Å:
Re -0.6165 1.0592 -0.9798
C -2.5876 2.4655 1.1286
C -2.1455 1.7456 2.3880
N -0.8432 1.1099 2.2604
C 0.4276 3.3296 2.3020
C 0.6106 3.5808 0.8144
S -1.0343 2.9005 -2.1680
C -2.7299 3.3901 -1.7489
C -3.4457 2.2096 -1.1341
N -2.6001 1.5805 -0.0691
H -3.5962 2.8501 1.3003
H -1.9565 3.3247 0.9117
H -2.1915 2.4526 3.2217
H -2.8563 0.9505 2.6221
H -0.7336 0.2912 2.8405
H -0.4786 3.7556 2.7233
H 1.2667 3.6333 2.9173
H -0.1475 4.1718 0.3058
H 1.5983 3.9284 0.5160
H -2.6937 4.2643 -1.0969
H -3.2117 3.7052 -2.6746
H -4.4044 2.5068 -0.7041
H -3.6349 1.4534 -1.8935
H -3.0961 0.7328 0.1958
O 0.4524 2.1471 0.4987
C 0.3395 1.8107 2.0473
C 1.5172 0.9440 2.3831
C 2.3863 1.2893 3.4087
C 3.4257 0.4422 3.7712
C 3.6023 -0.7594 3.1070
C 2.7411 -1.1120 2.0786
C 1.6930 -0.2727 1.7014
P 0.5694 -0.8691 0.3964
C 1.6465 -1.8429 -0.6975
C 1.3032 -3.1014 -1.1879
C 2.1582 -3.7710 -2.0546
C 3.3637 -3.1999 -2.4290
C 3.7270 -1.9576 -1.9202
C 2.8744 -1.2829 -1.0647
C -0.5513 -2.0289 1.2417
C -1.4809 -2.7700 0.5068
C -2.3480 -3.6486 1.1404
C -2.3030 -3.7961 2.5211
C -1.3727 -3.0788 3.2581
C -0.4975 -2.2059 2.6240
H 2.2524 2.2096 3.9598
H 4.0893 0.7244 4.5770
H 4.4040 -1.4281 3.3890
H 2.8870 -2.0561 1.5703
H 0.3986 -3.5971 -0.8719
H 1.8889 -4.7552 -2.4135
H 4.0350 -3.7328 -3.0886
H 4.6877 -1.5285 -2.1731
H 3.1918 -0.3374 -0.6402
H -1.4903 -2.7068 -0.5748
H -3.0419 -4.2399 0.5567
H -2.9746 -4.4842 3.0159
H -1.3120 -3.2119 4.3299
H 0.2520 -1.6930 3.2156
N -3.4477 -1.0413 -1.2862
C -2.5112 -1.0901 -2.2806
N -1.3391 -0.4492 -2.2168
C -0.5754 -0.6981 -3.3701
C -1.1874 -1.4679 -4.2884
S -2.7317 -1.9714 -3.7212
C 0.7109 -0.0270 -3.4206
C 1.6538 -0.0367 -4.3770
S 2.9494 1.0213 -3.9575
C 2.1496 1.4222 -2.4889
N 0.9755 0.8162 -2.3357
N 2.6920 2.2254 -1.5708
H -3.0974 -1.3265 -0.3750
H -4.3249 -1.4988 -1.5025
H -0.8372 -1.7596 -5.2648
H 1.6677 -0.5748 -5.3101
H 3.5720 2.6859 -1.7349
H 2.2675 2.2792 -0.6605

Its multiplicity is 2. The net charge is +3. As for the LUMO energy (alpha / beta): -10.45 / -10.01 eV. The value obtained for the HOMO energy (alpha / beta) is -0.602 / -0.602 Eh.

B:
Below is a molecular structure, C31H34N6OPReS3, with properties calculated with ωB97M-V with the def2-TZVPD basis set.

Atoms and positions in Å:
Re 0.0229 -0.0098 -0.3008
C 1.4769 -1.8186 1.9741
C 1.0487 -0.6653 2.8461
N 0.6886 0.4976 2.0144
C 3.2207 1.1620 1.8453
C 3.3509 0.9838 0.3286
S 1.7721 -1.2816 -1.4574
C 1.8958 -2.9475 -0.7682
C 0.7164 -3.2286 0.1157
N 0.4267 -2.0632 0.9767
H 1.6399 -2.6994 2.6021
H 2.4085 -1.6013 1.4513
H 1.8120 -0.4219 3.5849
H 0.1536 -0.9513 3.4029
H -0.0311 1.0227 2.5060
H 3.4281 0.2692 2.4263
H 3.7906 1.9883 2.2519
H 3.6497 0.0033 -0.0320
H 3.9096 1.7588 -0.1907
H 2.8473 -3.0283 -0.2423
H 1.9171 -3.6400 -1.6079
H 0.9219 -4.1139 0.7261
H -0.1730 -3.4304 -0.4816
H -0.4422 -2.2699 1.4661
O 1.9068 1.2097 0.1697
C 1.7291 1.4630 1.5902
C 1.2509 2.8778 1.8000
C 1.9179 3.7511 2.6482
C 1.5321 5.0823 2.7400
C 0.4990 5.5609 1.9502
C -0.1978 4.6885 1.1267
C 0.1525 3.3413 1.0641
P -0.9909 2.2431 0.1769
C -1.5247 3.2066 -1.2554
C -0.5303 3.5544 -2.1726
C -0.8307 4.3736 -3.2453
C -2.1254 4.8551 -3.4080
C -3.1107 4.5268 -2.4891
C -2.8170 3.7043 -1.4092
C -2.4008 2.0722 1.3049
C -3.6109 1.5543 0.8304
C -4.7094 1.4758 1.6693
C -4.6064 1.8833 2.9955
C -3.4045 2.3814 3.4778
C -2.3042 2.4839 2.6369
H 2.7427 3.4024 3.2548
H 2.0566 5.7453 3.4146
H 0.2276 6.6072 1.9813
H -1.0250 5.0588 0.5344
H 0.4870 3.2133 -2.0191
H -0.0575 4.6542 -3.9486
H -2.3604 5.5022 -4.2423
H -4.1117 4.9211 -2.6004
H -3.5883 3.4884 -0.6834
H -3.7044 1.2509 -0.2069
H -5.6565 1.1157 1.2886
H -5.4670 1.8254 3.6485
H -3.3260 2.7153 4.5037
H -1.3888 2.9227 3.0158
N -2.3984 -1.3427 1.8773
C -2.7234 -1.2987 0.5652
N -1.9324 -0.8017 -0.3809
C -2.5699 -0.8210 -1.6286
C -3.7863 -1.3945 -1.6229
S -4.2084 -1.9125 -0.0350
C -1.8106 -0.2193 -2.7005
C -2.1065 -0.0714 -4.0020
S -0.7871 0.6421 -4.8478
C 0.1272 0.6982 -3.3862
N -0.5430 0.2387 -2.3319
N 1.3734 1.1697 -3.3517
H -1.7840 -0.6122 2.2028
H -3.1239 -1.6016 2.5307
H -4.4566 -1.5465 -2.4535
H -3.0121 -0.3440 -4.5190
H 1.8500 1.4287 -4.2003
H 1.9191 1.0997 -2.5091

Its multiplicity is 2. The net charge is +3. As for the LUMO energy (alpha / beta): -9.86 / -10.07 eV. The value obtained for the HOMO energy (alpha / beta) is -0.596 / -0.595 Eh.

Relative energies, unit hartree: A 0.0000; B 0.0118